{"formula": "C10H20N2O4", "method": "wB97M-V/def2-TZVPD", "mol_weight_g_mol": 232.28, "e_above_lowest_kj_mol": 101.5, "e_tot_ha": -803.5376, "gap_ev": 9.95, "smiles": "CC[C@H](C)[C@H](N)C(=O)N[C@H](C(=O)O)[C@@H](C)O", "species": ["H", "C", "N", "H", "H", "H", "O", "H", "O", "C", "H", "C", "H", "H", "H", "H", "H", "C", "O", "C", "H", "C", "C", "H", "C", "N", "C", "C", "H", "H", "H", "H", "H", "H", "O", "H"], "coordinates": [[1.013, 0.397, -2.399], [-2.018, -0.821, 1.414], [1.046, -0.149, -0.373], [0.116, -2.547, 2.003], [0.406, -0.873, 2.312], [0.544, 2.328, -1.002], [3.882, 0.893, -2.369], [-3.423, -3.064, 0.563], [-1.056, 0.217, -1.148], [-3.497, -2.216, -0.118], [-4.139, -0.477, 1.065], [-3.249, -0.848, 0.498], [-2.639, 1.038, 2.510], [-2.224, -1.540, 2.223], [2.272, 3.573, 0.061], [-1.397, 1.295, 1.216], [2.284, 1.960, 0.892], [3.083, 0.141, -1.870], [3.406, -1.004, -1.248], [2.496, 2.510, -0.045], [3.555, 2.401, -0.313], [-0.272, -0.303, -0.330], [1.653, 0.521, -1.526], [2.951, 2.567, -2.524], [1.634, 2.017, -1.239], [0.345, -1.632, 1.616], [-1.723, 0.592, 2.009], [-0.760, -1.298, 0.680], [-0.961, -2.212, 0.097], [4.306, -1.249, -1.491], [-3.102, -0.097, -0.316], [1.590, -0.742, 0.228], [-0.839, 0.560, 2.692], [-2.806, -2.442, -0.917], [2.021, 2.796, -2.357], [-4.498, -2.293, -0.493]], "lowdin_charge": [0.17, -0.34, 0.13, 0.09, 0.08, 0.17, 0.12, 0.08, 0.04, -0.11, 0.12, -0.23, 0.10, 0.14, 0.08, 0.08, 0.08, -0.44, 0.13, -0.03, 0.08, -0.46, -0.16, 0.07, -0.38, 0.05, -0.05, -0.29, 0.15, 0.13, 0.11, 0.12, 0.07, 0.07, -0.04, 0.06]}